This record from the Open Molecules 2025 dataset describes 12 unconnected molecules or ions with the total composition C46H109F3N5O29P4. The level of theory is the ωB97M-V functional and the def2-TZVPD basis.

The geometry in XYZ format:
```
196
Properties=species:S:1:pos:R:3:lowdin_charge:R:1
C 14.308 11.296 -11.200 -0.1083
C 14.780 11.968 -9.922 -0.2782
C 14.570 11.154 -8.666 -0.2014
C 14.605 11.983 -7.371 -0.0900
N 14.481 11.064 -6.135 -0.1792
C 14.444 11.751 -4.713 -0.0756
C 15.277 10.918 -3.839 -0.1855
C 15.932 9.861 -4.612 -0.1642
C 15.790 10.252 -6.063 -0.1299
C 13.308 9.970 -6.287 0.0664
H 14.552 10.248 -11.376 0.0757
H 14.762 11.724 -12.093 0.0788
H 13.221 11.368 -11.202 0.0797
H 14.348 12.963 -10.026 0.1157
H 15.833 12.218 -10.052 0.1097
H 15.341 10.390 -8.772 0.1218
H 13.616 10.637 -8.775 0.1106
H 13.816 12.727 -7.261 0.1405
H 15.571 12.485 -7.426 0.1338
H 13.401 11.860 -4.415 0.1395
H 14.962 12.689 -4.912 0.1341
H 14.632 10.503 -3.064 0.1322
H 15.891 11.696 -3.385 0.1352
H 15.512 8.859 -4.522 0.1268
H 17.010 9.833 -4.451 0.1320
H 15.860 9.457 -6.805 0.1302
H 16.729 10.776 -6.246 0.1391
H 13.589 9.208 -7.014 0.0999
H 12.337 10.435 -6.457 0.1098
H 13.187 9.435 -5.345 0.1006
C 13.993 12.537 -19.922 -0.0587
C 13.841 13.241 -21.258 -0.4618
C 13.385 14.649 -21.212 -0.1879
O 12.105 14.924 -20.506 -0.1973
C 10.877 14.374 -21.053 -0.0948
N 15.151 13.212 -22.017 0.0458
H 14.747 13.039 -19.315 0.0808
H 14.520 11.607 -20.133 0.0721
H 13.051 12.194 -19.496 0.0799
H 13.096 12.658 -21.800 0.1246
H 13.271 14.922 -22.261 0.1151
H 14.216 15.269 -20.876 0.1265
H 10.630 14.758 -22.042 0.0853
H 10.095 14.456 -20.298 0.0836
H 10.947 13.288 -21.119 0.0668
H 15.826 13.457 -21.306 0.0590
H 15.219 13.912 -22.741 0.0612
C 11.124 6.260 1.796 -0.0481
C 9.812 5.637 1.183 -0.4239
C 10.246 4.475 0.170 -0.1890
O 11.117 5.020 -0.841 -0.2095
C 11.688 3.957 -1.717 -0.0754
N 9.089 4.975 2.215 0.0080
H 10.817 6.974 2.560 0.0645
H 11.765 6.748 1.062 0.0648
H 11.615 5.399 2.249 0.0779
H 9.137 6.337 0.692 0.1243
H 9.368 4.092 -0.351 0.1136
H 10.713 3.653 0.711 0.1177
H 12.682 4.113 -2.137 0.0696
H 11.075 4.027 -2.616 0.0748
H 11.788 2.931 -1.364 0.0827
H 8.283 4.540 1.789 0.0727
H 8.657 5.567 2.910 0.0757
C 6.716 10.251 6.897 -0.0859
C 8.018 10.911 6.465 -0.3843
C 8.002 11.459 4.983 -0.2120
O 9.251 11.725 4.382 -0.2126
C 9.184 12.017 2.972 -0.0856
N 8.250 12.001 7.469 0.0232
H 5.844 10.856 6.651 0.0716
H 6.665 9.985 7.953 0.0818
H 6.550 9.452 6.175 0.0701
H 8.781 10.132 6.481 0.1344
H 7.342 12.326 4.954 0.1185
H 7.600 10.721 4.289 0.1071
H 8.724 11.118 2.562 0.0739
H 10.167 11.993 2.500 0.0854
H 8.552 12.892 2.823 0.0881
H 7.619 12.790 7.458 0.0661
H 9.211 12.309 7.429 0.0604
C 22.320 12.546 -3.534 -0.0946
C 22.017 13.267 -4.811 -0.4447
C 22.598 12.285 -6.033 -0.0850
O 21.558 11.324 -6.567 -0.2340
C 22.095 10.430 -7.551 -0.1239
N 20.670 13.724 -4.853 0.0348
H 21.763 11.612 -3.613 0.0779
H 22.008 13.069 -2.630 0.0813
H 23.310 12.091 -3.561 0.0731
H 22.717 14.100 -4.870 0.1185
H 23.322 11.610 -5.577 0.1007
H 23.007 12.932 -6.809 0.1085
H 23.052 9.959 -7.328 0.0764
H 22.494 11.096 -8.316 0.0772
H 21.337 9.688 -7.802 0.0880
H 20.411 13.743 -5.829 0.0685
H 20.628 14.632 -4.414 0.0779
C 20.081 19.223 -19.852 -0.0931
O 19.916 18.509 -18.620 -0.2441
P 19.694 16.902 -18.631 0.4839
O 19.551 16.379 -19.983 -0.2327
O 21.057 16.373 -17.868 -0.2366
C 22.316 16.500 -18.602 -0.0931
O 18.378 16.571 -17.649 -0.2043
C 18.427 17.146 -16.387 -0.1651
H 20.570 20.154 -19.565 0.0880
H 19.108 19.365 -20.323 0.0955
H 20.842 18.786 -20.500 0.0820
H 22.289 16.724 -19.668 0.0810
H 22.843 15.548 -18.533 0.0854
H 23.010 17.235 -18.194 0.0847
H 18.057 18.171 -16.361 0.0893
H 19.396 17.175 -15.889 0.0858
H 17.772 16.465 -15.843 0.0931
C 11.402 6.904 -18.928 -0.0772
O 12.847 6.805 -18.805 -0.2265
P 13.446 5.947 -17.592 0.4754
O 13.094 6.449 -16.197 -0.2926
O 12.912 4.401 -17.831 -0.2349
C 13.456 3.307 -17.092 -0.1043
O 15.036 5.911 -17.897 -0.2437
C 15.952 6.902 -17.378 -0.0796
H 10.794 6.495 -18.121 0.0892
H 11.205 6.222 -19.756 0.0880
H 11.201 7.942 -19.195 0.0918
H 13.026 3.015 -16.134 0.0875
H 14.508 3.558 -16.957 0.0774
H 13.316 2.417 -17.706 0.0886
H 16.504 6.242 -16.709 0.0879
H 15.504 7.750 -16.859 0.0856
H 16.599 7.320 -18.149 0.0872
C 8.275 10.521 -13.489 -0.0767
O 7.427 11.322 -12.614 -0.2213
P 7.986 11.873 -11.186 0.4173
O 8.619 10.927 -10.273 -0.2344
O 8.971 13.106 -11.579 -0.2391
C 8.451 14.156 -12.399 -0.0934
O 6.680 12.516 -10.504 -0.2106
C 6.745 12.942 -9.179 -0.1353
H 7.863 9.567 -13.819 0.0922
H 9.263 10.375 -13.053 0.0805
H 8.577 11.079 -14.375 0.0831
H 9.055 14.055 -13.301 0.0961
H 8.550 15.135 -11.930 0.0884
H 7.369 14.035 -12.451 0.0821
H 6.161 13.834 -8.954 0.0932
H 7.730 13.144 -8.759 0.0859
H 6.421 12.122 -8.539 0.0916
C 3.202 7.501 2.368 -0.1286
O 4.096 8.174 1.491 -0.2648
P 4.093 7.639 -0.135 0.5314
O 4.485 6.272 -0.214 -0.1929
O 4.995 8.826 -0.879 -0.2437
C 5.806 8.462 -1.986 -0.1172
O 2.640 8.154 -0.758 -0.2490
C 2.106 9.477 -0.582 -0.1018
H 2.728 8.243 3.010 0.0883
H 3.735 6.752 2.955 0.0885
H 2.437 7.009 1.768 0.0800
H 5.745 7.408 -2.257 0.0873
H 6.806 8.814 -1.731 0.0821
H 5.597 9.144 -2.811 0.0837
H 2.484 9.974 0.311 0.0882
H 1.017 9.506 -0.615 0.0851
H 2.306 10.048 -1.489 0.0825
C 19.946 5.026 -1.179 -0.0719
C 19.589 5.551 0.190 -0.3076
O 18.376 4.829 0.558 0.1491
C 18.169 3.892 -0.393 -0.5261
O 17.274 3.051 -0.293 0.1309
O 18.999 4.013 -1.439 0.0902
F 19.334 6.851 0.180 0.0894
H 20.974 4.716 -1.365 0.1417
H 19.827 5.865 -1.866 0.1367
H 20.473 5.442 0.817 0.1677
C 11.588 21.300 -6.339 -0.1004
C 10.092 21.369 -6.702 -0.2143
O 9.710 20.069 -6.213 0.1203
C 10.749 19.264 -6.057 -0.4904
O 10.740 18.122 -5.587 0.1295
O 11.880 19.943 -6.528 0.0558
F 9.887 21.383 -8.084 0.0483
H 11.869 21.690 -5.361 0.1418
H 12.108 21.950 -7.043 0.1397
H 9.476 22.116 -6.202 0.1697
C 18.325 3.315 -11.515 -0.0583
C 17.040 4.107 -11.514 -0.2953
O 17.179 4.672 -10.243 0.1378
C 18.073 4.026 -9.482 -0.6462
O 18.084 4.119 -8.294 0.1744
O 18.781 3.296 -10.210 0.1453
F 15.887 3.392 -11.643 0.0750
H 19.072 3.796 -12.147 0.1464
H 18.212 2.271 -11.807 0.1529
H 17.000 4.887 -12.274 0.1681
```

Results
**Net charge**: +1
**Strongest force on any atom**: 0.13495 Eh/bohr
**E_LUMO**: -0.075 Ha
**HOMO**: -9.9 eV
**Kohn-Sham gap**: 7.8 eV